# 1
Computed, not measured: a 2-piece molecular cluster, C3H7N3O overall in a non-equilibrium geometry, with ωB97M-V/def2-TZVPD.

Geometry as XYZ:
```
14
Properties=species:S:1:pos:R:3:nbo_charge:R:1
H -1.980 2.850 0.836 0.35
N -1.720 1.908 1.115 -0.61
C -1.550 1.133 0.134 0.20
N -1.454 -0.228 0.171 -0.16
N -0.670 -0.954 0.821 -0.28
H -0.961 -1.940 0.780 0.34
H -1.698 1.400 -0.927 0.17
C 1.927 -0.361 -0.009 -0.72
C 0.846 -0.902 -0.899 0.45
O 0.907 -1.918 -1.544 -0.54
H 2.645 0.189 -0.619 0.24
H 2.450 -1.187 0.470 0.24
H 1.519 0.283 0.769 0.24
H -0.260 -0.273 -1.098 0.09
```

Computed properties:
orbital gap (alpha / beta): 8.44 / 8.44 eV
LUMO (alpha / beta): -1.0 / -1.0 eV
multiplicity: 1
energy above the lowest of the compared OMol25 structures with the same formula, charge and spin: 120.43 kcal per mole

=====

# 2
Computed, not measured: one molecule with the formula C20H21N3O5S in a non-equilibrium geometry, with ωB97M-V/def2-TZVPD.

Geometry as XYZ:
```
50
Properties=species:S:1:pos:R:3:nbo_charge:R:1
C 2.391 5.276 1.354 -0.40
N 1.405 4.383 0.782 -0.44
C 0.241 5.117 0.325 -0.42
C 1.994 3.561 -0.261 -0.21
C 1.080 2.414 -0.693 -0.41
C 0.612 1.608 0.520 -0.23
N -0.396 0.640 0.169 -0.40
C -1.719 0.870 0.212 0.61
O -2.318 1.857 0.596 -0.63
C -2.383 -0.359 -0.312 0.28
O -3.714 -0.403 -0.313 -0.64
C -1.445 -1.255 -0.679 -0.15
C -1.549 -2.646 -1.139 0.51
O -0.675 -3.458 -0.873 -0.54
C -2.714 -3.027 -1.928 -0.34
C -3.085 -4.323 -2.203 -0.17
C -4.201 -4.407 -3.048 -0.27
C -4.655 -3.178 -3.427 -0.39
S -3.747 -1.902 -2.745 0.50
C -0.082 -0.671 -0.358 -0.07
C 0.662 -1.517 0.649 -0.03
C 0.114 -1.738 1.908 -0.17
C 0.772 -2.523 2.840 -0.21
C 1.990 -3.097 2.528 -0.17
C 2.539 -2.863 1.274 0.00
N 3.817 -3.442 0.939 0.53
O 4.311 -4.213 1.733 -0.37
O 4.326 -3.113 -0.111 -0.38
C 1.888 -2.076 0.334 -0.12
H 2.790 5.997 0.623 0.16
H 1.935 5.830 2.173 0.20
H 3.220 4.692 1.752 0.20
H -0.556 4.424 0.066 0.21
H -0.115 5.749 1.136 0.20
H 0.460 5.755 -0.545 0.16
H 2.917 3.136 0.143 0.20
H 2.259 4.161 -1.152 0.17
H 0.206 2.802 -1.216 0.21
H 1.629 1.774 -1.386 0.21
H 1.454 1.088 0.984 0.21
H 0.174 2.296 1.246 0.25
H -4.023 0.451 0.047 0.51
H -2.560 -5.166 -1.793 0.24
H -4.646 -5.332 -3.367 0.23
H -5.480 -2.950 -4.074 0.24
H 0.523 -0.584 -1.270 0.22
H -0.841 -1.296 2.154 0.22
H 0.330 -2.691 3.810 0.22
H 2.522 -3.719 3.231 0.25
H 2.343 -1.932 -0.635 0.24
```

Computed properties:
orbital gap: 8.26 eV
LUMO: -0.5 eV
multiplicity: 1
energy above the lowest of the compared OMol25 structures with the same formula, charge and spin: 110.23 kcal per mole

=====

# 3
Computed, not measured: C19H24BrN2O as an isolated structure in a non-equilibrium geometry, with ωB97M-V/def2-TZVPD.

Geometry as XYZ:
```
47
Properties=species:S:1:pos:R:3:nbo_charge:R:1
C -5.480 -0.047 -3.389 -0.65
C -4.568 -0.116 -2.300 -0.22
N -3.565 0.885 -2.237 -0.49
C -2.418 0.934 -3.173 -0.17
H -1.741 2.019 -3.082 0.27
H -2.840 0.865 -4.024 0.19
C -1.428 -0.262 -2.741 -0.45
C -0.771 -0.349 -1.628 0.56
O -1.439 0.034 -0.647 -0.66
N 0.329 -0.858 -1.436 -0.47
C 1.078 -1.397 -0.331 0.13
C 2.373 -2.054 -0.507 -0.16
C 3.156 -2.097 0.640 -0.03
C 2.607 -1.914 1.872 -0.13
C 1.614 -1.046 2.001 -0.22
C 0.699 -0.801 1.135 -0.19
H -0.193 -0.037 1.242 0.27
H 1.228 -0.750 3.169 0.23
Br 3.664 -2.288 3.275 0.16
C 4.229 -3.185 0.525 -0.66
H 5.260 -2.545 0.769 0.23
H 4.196 -4.197 1.153 0.26
H 4.387 -3.469 -0.609 0.22
H 2.454 -2.403 -1.298 0.16
H 0.909 -1.321 -2.541 0.40
H -0.656 -0.118 -3.741 0.23
H -1.850 -1.080 -3.105 0.26
C -4.092 2.115 -2.045 -0.24
C -3.046 3.159 -1.241 0.04
C -2.621 3.073 -0.027 -0.31
C -1.615 3.849 0.324 -0.16
C -1.042 5.005 -0.424 -0.17
C -1.677 5.106 -1.673 -0.25
C -2.511 4.346 -2.099 -0.19
H -2.911 4.418 -3.110 0.21
H -1.380 5.788 -2.360 0.22
H -0.332 5.709 -0.106 0.24
H -1.429 3.711 1.606 0.22
H -2.932 2.189 0.540 0.22
H -4.892 1.938 -1.164 0.21
H -4.580 2.631 -2.771 0.22
H -2.930 0.462 -1.021 0.54
H -4.992 -0.222 -1.217 0.23
H -3.887 -1.067 -2.168 0.20
H -5.964 -0.975 -3.465 0.26
H -4.937 0.077 -4.418 0.21
H -6.045 0.978 -3.317 0.24
```

Computed properties:
orbital gap: 7.98 eV
LUMO: -3.0 eV
total charge: +1
multiplicity: 1

=====

# 4
Computed, not measured: a 2-piece molecular cluster, H3O3PS overall in a non-equilibrium geometry, with ωB97M-V/def2-TZVPD.

Geometry as XYZ:
```
8
Properties=species:S:1:pos:R:3:nbo_charge:R:1
O 0.572 1.186 -1.349 -0.98
O -1.447 0.707 0.993 -1.05
O 1.369 -1.159 -0.323 -0.86
P 0.859 1.631 0.131 1.15
S 1.864 -0.083 0.853 0.26
H 0.518 0.229 -1.516 0.53
H -1.806 1.345 1.606 0.43
H 0.680 -1.721 0.050 0.51
```

Computed properties:
orbital gap (alpha / beta): 7.93 / 7.93 eV
LUMO (alpha / beta): -1.0 / -1.0 eV
multiplicity: 1
energy above the lowest of the compared OMol25 structures with the same formula, charge and spin: 121.27 kcal per mole